C6H13NO | ωB97M-V/def2-TZVPD

Last column: Mulliken charge in e.
Geometry (Å):
C  0.229  -0.890  2.152  -1.0571
N  0.776  -0.943  0.789  -0.0317
C  2.204  -1.358  0.774  -0.8798
C  0.617  0.404  0.130  -0.7176
C  -0.391  0.221  -1.033  -0.5767
C  -1.182  1.492  -1.449  -0.5480
C  -2.567  1.109  -1.932  -0.0015
O  -2.982  0.030  -2.246  -0.4585
H  -0.434  -1.768  2.250  0.3100
H  0.964  -0.992  2.949  0.3321
H  -0.514  -0.114  2.352  0.3649
H  2.625  -1.581  1.751  0.3076
H  2.861  -0.686  0.231  0.3092
H  2.244  -2.220  0.093  0.2892
H  0.225  1.121  0.856  0.3758
H  1.561  0.751  -0.285  0.3360
H  0.034  -0.253  -1.917  0.2523
H  -1.124  -0.505  -0.689  0.3956
H  -1.261  2.120  -0.559  0.3366
H  -0.627  2.069  -2.191  0.3297
H  -3.256  1.993  -2.025  0.3319

## Properties
Spin multiplicity ... 1
HOMO ... -0.3140 hartree
Relative energy (zero: lowest compared OMol25 entry of this formula, charge and spin) ... 56.40 kcal/mol
LUMO ... 1.00 eV
Orbital gap ... 0.3508 hartree
Strongest force on any atom ... 2.8 eV/Å
SMILES string ... CN(C)CCCC=O
Calculated total energy ... -9968.728 eV